# 1
{"formula": "CH2N4O2", "method": "ωB97M-V/def2-TZVPD", "s2": 2.020, "total_energy_ha": -408.415567, "multiplicity": 3, "homo_energy_ev": [-5.9332, -9.5217], "max_force_ev_per_a": 4.67, "de_lowest_kj_mol": 767.6, "gap_ev": [5.91, 6.28], "species": ["O", "H", "N", "C", "N", "O", "H", "N", "N"], "xyz": [[3.825340, 0.697561, -1.184243], [-1.270398, 0.564492, 2.214284], [-0.982917, 0.318994, 1.286206], [1.228532, 1.076963, 0.690597], [2.689238, 0.350455, -0.804502], [2.053475, -0.568459, -1.294168], [-0.968985, -0.518104, 0.777191], [0.105774, 0.903627, 1.009446], [2.172034, 1.222225, -0.094530]], "atomic_forces_ev_per_a": [[1.7, -0.7, -0.1], [-1.0, -0.8, 0.3], [-0.6, 1.0, -0.4], [2.1, 0.0, 2.0], [2.3, -0.5, -4.0], [-1.3, -2.3, 0.1], [-1.3, -2.0, 0.2], [-1.6, 0.9, 0.8], [-0.3, 4.5, 1.1]], "mulliken_charge": [-0.5526, 0.2731, -0.4376, 0.2258, 1.0279, -0.6607, 0.2625, 0.2067, -0.3450]}

=====

# 2
{"formula": "CH2N4O3", "method": "ωB97M-V/def2-TZVPD", "smiles": "N#CNN(O)[N+](=O)[O-]", "total_energy_ha": -483.787103, "homo_energy_ev": -11.2104, "max_force_ev_per_a": 4.60, "de_lowest_kj_mol": 246.9, "gap_ev": 10.65, "species": ["N", "O", "H", "O", "O", "H", "N", "C", "N", "N"], "xyz": [[0.226289, -0.985969, -0.587604], [1.098739, 1.590571, -0.898064], [-0.086674, -1.493974, -1.377610], [-1.717855, 0.007360, 0.756604], [-0.382181, 2.095830, 0.634058], [-1.723614, 0.968396, 0.696367], [1.834190, -2.126753, 0.942098], [1.044544, -1.585120, 0.296943], [-0.483619, 0.146180, -0.308781], [0.190184, 1.383481, -0.154007]], "atomic_forces_ev_per_a": [[-0.3, 1.6, 1.1], [0.3, 0.1, 0.3], [-0.3, -0.4, -0.6], [3.7, -0.2, -2.7], [0.5, 1.2, 0.0], [-1.2, 0.8, 1.1], [-0.5, 0.3, -0.1], [0.6, -0.2, 0.2], [-2.3, -2.4, 0.5], [-0.6, -0.9, 0.2]], "mulliken_charge": [-0.1799, -0.5506, 0.2609, -0.3528, -0.6678, 0.3863, -0.3531, 0.3703, -0.1406, 1.2273]}

=====

# 3
{"formula": "CH2N4S", "method": "ωB97M-V/def2-TZVPD", "smiles": "C1N=NN=NS1", "total_energy_ha": -656.368731, "homo_energy_ev": -9.6244, "max_force_ev_per_a": 4.60, "de_lowest_kj_mol": 299.4, "gap_ev": 8.47, "species": ["S", "N", "N", "C", "N", "H", "N", "H"], "xyz": [[-0.470434, -0.134368, -2.013782], [0.342120, -1.622820, -0.055112], [1.086056, -0.517671, -2.502932], [-0.107475, -0.194368, -0.228772], [1.279133, -1.986420, -0.843015], [-0.880802, -0.066577, 0.503635], [1.791772, -1.261845, -1.792159], [0.618336, 0.440211, 0.202138]], "atomic_forces_ev_per_a": [[-0.4, 0.5, 1.5], [1.5, 0.1, -1.8], [-0.3, 0.3, -0.9], [-0.2, -2.0, -0.1], [-2.8, -1.2, 3.4], [-1.2, -0.1, -0.5], [1.9, 1.2, -1.2], [1.5, 1.1, -0.6]], "mulliken_charge": [0.0704, -0.1477, -0.0310, -0.4017, 0.0010, 0.3239, -0.1545, 0.3396]}

=====

# 4
{"formula": "CH2NO2", "method": "ωB97M-V/def2-TZVPD", "total_energy_ha": -244.354323, "total_charge": -1, "homo_energy_ev": [-2.1676, -2.5380], "max_force_ev_per_a": 3.51, "de_lowest_kj_mol": 690.6, "gap_ev": [6.88, 7.42], "species": ["N", "H", "O", "H", "O", "C"], "xyz": [[0.491978, -0.422641, 0.280472], [-4.558000, 0.246423, 1.558408], [-0.410834, -1.305434, 0.569144], [1.581468, -0.361310, -1.386704], [1.619416, 1.520880, -0.493446], [1.275971, 0.322083, -0.527871]], "atomic_forces_ev_per_a": [[0.8, 1.9, 0.9], [0.0, 0.0, 0.0], [1.0, 0.6, -1.1], [0.3, 0.6, 0.3], [0.0, -0.3, 0.6], [-2.1, -2.7, -0.7]], "mulliken_charge": [-0.0109, 0.0023, -0.5880, 0.2405, -0.6627, 0.0187]}